No. 1
# C6H7NO2

C6H7NO2 as an isolated structure (ωB97M-V/def2-TZVPD, OMol25).

Geometry as XYZ:
```
16
Properties=species:S:1:pos:R:3:forces:R:3:lowdin_charge:R:1
C 0.68665 -1.07299 -3.12650 1.828 -0.418 2.447 -0.16
C 0.19246 -0.11565 -1.95428 2.068 -2.908 -2.682 -0.14
C 0.19779 0.19999 -0.79544 -1.160 1.377 3.313 -0.07
C -0.15718 0.61954 0.58730 -1.322 -1.482 -0.415 -0.10
C 0.75752 0.93957 1.57079 -0.304 0.436 -3.266 -0.22
C -1.69772 0.13665 1.07058 3.509 -2.663 1.204 -0.32
H 0.98573 -2.32006 -2.57405 -1.178 4.109 -1.852 0.15
H -0.24809 -1.14381 -3.82462 2.632 -0.017 0.502 0.05
H 1.99578 -0.58660 -3.45340 -4.723 -1.578 0.388 0.17
H 1.85233 1.03086 1.49114 -0.593 -0.496 -1.665 0.13
H 1.46355 1.37470 3.23189 -3.095 0.645 0.015 0.14
H -0.29878 0.88266 3.28824 1.677 1.941 -1.336 0.15
H -1.92918 -0.76630 -0.68642 1.437 0.428 -1.614 0.05
N 0.48043 1.47259 2.75487 0.646 -2.297 4.976 0.05
O -2.36244 -0.64306 0.12893 -1.079 1.635 3.640 0.09
O -1.91886 -0.00808 2.29098 -0.342 1.289 -3.654 0.03
```
Forces are in eV/Å.

## Properties
Net charge = 0
F_max = 5.52 eV Å⁻¹
ΔE to the lowest compared entry with this formula, charge and spin = 138.8 kcal per mole
Spin multiplicity = 1


No. 2
# C5H13NO

A 2-piece molecular cluster, C5H13NO overall (ωB97M-V/def2-TZVPD, OMol25).

Geometry as XYZ:
```
20
Properties=species:S:1:pos:R:3:forces:R:3:lowdin_charge:R:1
C -1.94072 -0.12150 -1.56240 0.705 0.821 0.571 -0.15
C -2.13440 0.65121 -0.23623 0.472 0.044 -0.877 -0.15
H -0.87869 -0.24867 -1.76790 0.017 -0.328 0.220 0.03
H -2.39623 -1.09563 -1.45587 -0.279 -0.136 -0.582 0.07
H -2.26816 0.49143 -2.40375 -0.561 -0.383 -0.005 0.06
H -1.35559 1.41098 -0.13359 -0.062 0.058 0.051 0.05
H -2.04117 -0.02797 0.60821 -0.303 0.094 0.123 0.05
H -3.08879 1.17444 -0.27350 -0.091 -0.167 0.456 0.06
C 1.03248 -0.54236 1.40067 -0.253 -0.017 0.224 -0.16
C 1.57951 0.87425 1.46374 0.876 -0.063 0.086 -0.11
C 1.00245 -1.21681 0.04694 0.488 -0.137 -0.987 -0.56
O 0.50484 -2.30530 -0.16074 -0.267 0.072 0.475 0.04
N 1.55747 -0.51634 -0.98939 0.404 0.696 -0.085 0.15
H 1.53331 -1.20270 2.10960 0.054 -0.072 -0.128 0.12
H -0.01665 -0.53409 1.69185 -0.077 -0.047 0.210 0.10
H 2.56891 0.95441 0.99676 -0.172 -0.044 -0.189 0.07
H 1.80182 1.20449 2.48008 -0.485 -0.116 0.098 0.08
H 1.49592 -0.81885 -1.94504 -0.153 -0.558 0.156 0.11
H 2.13833 0.29346 -0.86199 -0.224 0.025 0.277 0.08
H 0.90538 1.57555 0.99253 -0.088 0.257 -0.095 0.06
```
Forces are in eV/Å.

## Properties
Net charge = 0
F_max = 1.22 eV Å⁻¹
ΔE to the lowest compared entry with this formula, charge and spin = 5.1 kcal per mole
Spin multiplicity = 1
SMILES = CCC(N)=O.CC


No. 3
# C20H41BrO15P

C20H41BrO15P as an isolated structure (ωB97M-V/def2-TZVPD, OMol25).

Geometry as XYZ:
```
78
Properties=species:S:1:pos:R:3:forces:R:3:lowdin_charge:R:1
C 0.49451 4.19717 0.58856 -0.495 -0.167 -0.369 -0.18
C 0.46145 3.45962 -0.75592 0.801 0.196 1.173 -0.44
P 1.81136 3.83056 -1.98721 -0.149 -0.621 -2.001 0.70
C 1.53791 5.32569 -2.95738 0.302 -0.175 0.825 -0.89
Br 0.12097 4.77805 -4.29164 -0.039 0.147 -0.059 0.28
C 3.38734 3.99254 -1.02853 -0.479 -0.231 0.758 -0.45
C 3.90769 2.56755 -0.71857 -0.403 0.407 0.056 -0.19
H 1.42418 4.03110 1.12320 0.213 0.035 0.075 0.03
H -0.31386 3.81802 1.21378 -0.089 0.100 0.267 0.05
H 0.34154 5.26392 0.44639 0.091 0.200 0.058 0.06
H -0.50969 3.59012 -1.21827 -0.048 0.156 -0.448 0.05
H 0.53588 2.39528 -0.52935 0.016 -0.255 -0.090 0.03
H 1.02336 6.10360 -2.39194 -0.170 0.224 -0.040 -0.11
H 4.10395 4.54986 -1.61415 -0.007 0.199 -0.306 0.05
H 3.25875 4.52379 -0.08365 0.031 0.248 0.075 0.04
H 4.77376 2.32793 -1.32438 0.183 -0.147 -0.029 0.05
H 3.12333 1.85610 -0.95872 -0.018 -0.300 -0.086 0.02
H 4.13885 2.44104 0.33676 0.286 -0.019 0.149 0.03
C 3.50335 2.60704 3.69409 0.271 0.088 -0.211 -0.02
O 2.12636 2.52386 4.06832 -0.120 -0.023 0.084 0.02
C 1.90362 1.98638 5.25923 0.007 0.002 -0.137 -0.62
O 2.74175 1.56463 6.01903 -0.039 -0.006 0.025 0.10
O 0.58691 1.98046 5.47849 0.022 0.007 0.012 0.01
C 0.20076 1.41720 6.73135 -0.117 -0.032 0.087 -0.05
H 3.52822 3.07071 2.71231 -0.149 -0.006 -0.007 0.08
H 4.05285 3.22828 4.39909 -0.001 -0.070 0.075 0.10
H 3.95280 1.61700 3.63323 -0.031 -0.020 0.077 0.09
H 0.62874 1.98318 7.55680 0.074 -0.039 -0.001 0.10
H 0.50858 0.37508 6.79701 0.076 0.015 0.024 0.10
H -0.88286 1.47885 6.77133 0.001 0.044 -0.095 0.09
C -3.24623 3.57852 -5.21152 0.186 0.026 -0.140 -0.05
O -4.63118 3.62938 -4.81897 -0.052 0.003 0.045 0.00
C -4.89998 3.06975 -3.64618 0.078 0.023 -0.135 -0.62
O -4.12204 2.51816 -2.91519 -0.067 -0.003 0.005 0.13
O -6.21533 3.21342 -3.40932 -0.026 0.016 0.003 -0.01
C -6.64045 2.64949 -2.17120 -0.114 -0.012 0.073 -0.06
H -3.19462 4.05455 -6.18631 -0.118 0.022 0.006 0.09
H -2.60884 4.12070 -4.51723 -0.042 -0.076 0.117 0.02
H -2.90914 2.54747 -5.29447 -0.011 -0.018 0.116 0.10
H -6.13461 3.12894 -1.33493 0.068 -0.056 0.002 0.10
H -6.45218 1.57734 -2.15006 0.080 0.006 0.035 0.09
H -7.70982 2.83240 -2.10305 0.006 0.046 -0.087 0.09
C 3.99091 -3.97378 1.73573 -0.059 -0.054 -0.187 -0.03
O 4.04420 -3.81536 3.15673 0.024 0.019 0.026 0.00
C 4.32079 -2.57273 3.56242 -0.016 -0.048 0.047 -0.62
O 4.52379 -1.62634 2.84759 -0.022 -0.034 0.020 0.12
O 4.33427 -2.56389 4.89595 0.012 -0.026 -0.042 0.00
C 4.61768 -1.28235 5.47287 0.005 0.106 0.107 -0.03
H 3.74947 -5.01540 1.54540 -0.014 -0.026 0.166 0.09
H 3.21416 -3.34295 1.30746 0.052 0.074 -0.005 0.09
H 4.95241 -3.74075 1.28235 -0.007 0.118 0.028 0.10
H 3.86598 -0.55134 5.18765 0.030 0.024 -0.053 0.07
H 5.60626 -0.93851 5.17400 -0.025 0.019 -0.081 0.10
H 4.59061 -1.41655 6.55000 -0.030 -0.123 -0.017 0.09
C -0.03886 -3.84023 -3.28087 -0.041 -0.120 -0.130 -0.05
O 0.04544 -3.67579 -1.86429 0.013 -0.039 0.039 -0.03
C 0.35015 -2.42696 -1.48074 -0.003 0.044 0.052 -0.62
O 0.55176 -1.49990 -2.21236 0.009 -0.062 0.013 0.15
O 0.38414 -2.40724 -0.14691 -0.016 -0.083 0.051 -0.01
C 0.69962 -1.12685 0.41635 0.088 0.231 0.167 -0.03
H -0.28874 -4.88438 -3.45163 -0.003 -0.012 0.102 0.09
H -0.81916 -3.20501 -3.69663 0.058 0.079 -0.009 0.10
H 0.91449 -3.61077 -3.75248 -0.016 0.094 -0.007 0.10
H -0.04645 -0.38458 0.14088 0.041 0.002 -0.137 0.10
H 1.68732 -0.79905 0.09818 -0.042 0.044 -0.114 0.10
H 0.69755 -1.25081 1.49589 -0.040 -0.169 -0.020 0.09
C -5.95539 -6.89744 -3.77425 -0.095 -0.080 -0.098 -0.05
O -4.79229 -6.97570 -2.94949 0.018 0.003 0.014 0.00
C -4.47457 -5.82572 -2.34449 0.066 -0.018 0.038 -0.62
O -5.07910 -4.79083 -2.44635 -0.001 -0.044 -0.002 0.13
O -3.37996 -6.02957 -1.61559 -0.033 -0.032 -0.036 0.01
C -2.90980 -4.87114 -0.91376 0.110 0.104 0.164 -0.03
H -6.09559 -7.88771 -4.19821 0.085 -0.031 0.052 0.09
H -6.82857 -6.62652 -3.18383 0.014 0.084 -0.003 0.10
H -5.81165 -6.17492 -4.57521 -0.021 0.069 0.046 0.10
H -3.66231 -4.51540 -0.21271 -0.068 0.026 -0.080 0.10
H -2.64426 -4.08074 -1.61055 -0.086 0.030 -0.019 0.09
H -2.02221 -5.17756 -0.36992 0.009 -0.103 -0.074 0.10
```
Forces are in eV/Å.

## Properties
Net charge = -1
F_max = 2.10 eV Å⁻¹
Spin multiplicity = 1


no.,gap between HOMO and LUMO (eV),HOMO (eV)
1,8.704,-8.42
2,10.643,-9.76
3,4.639,-2.63